Entry 1:
{
  "formula": "C5H6N2O",
  "method": "ωB97M-V/def2-TZVPD",
  "e_tot_ev": -10307.102,
  "gap_ev": 9.8,
  "lumo_energy_ev": 0.925,
  "largest_force_ev_per_a": 1.927,
  "symbols": ["C", "C", "C", "C", "C", "H", "H", "H", "H", "H", "H", "N", "N", "O"],
  "positions_angstrom": [[-0.606, 0.407, 2.438], [-0.355, 0.965, 1.054], [0.721, 0.086, -0.344], [-1.116, -0.756, -1.108], [-0.663, 0.055, -0.117], [-1.711, 0.384, 2.516], [-0.241, -0.598, 2.519], [-0.157, 1.058, 3.195], [-0.711, 1.972, 0.911], [-0.015, -1.777, -2.584], [-2.102, -1.154, -1.375], [1.181, -0.582, -1.363], [0.002, -1.125, -1.794], [1.096, 0.940, 0.672]],
  "mulliken_charge": [-1.170, 0.525, 0.533, -1.071, 0.348, 0.304, 0.338, 0.311, 0.272, 0.218, 0.392, -0.864, 0.300, -0.436]
}

Entry 2:
{
  "formula": "C5H6N2O",
  "method": "ωB97M-V/def2-TZVPD",
  "smiles": "C[C@@H]1Oc2c[nH]nc21",
  "e_tot_ev": -10303.817,
  "gap_ev": 9.6,
  "lumo_energy_ev": 0.999,
  "largest_force_ev_per_a": 5.467,
  "symbols": ["C", "C", "O", "C", "C", "N", "N", "C", "H", "H", "H", "H", "H", "H"],
  "positions_angstrom": [[0.357, 1.812, 1.019], [-0.507, 1.259, -0.149], [-1.429, 0.286, 0.662], [-0.584, -0.763, 0.206], [-0.202, -2.148, -0.015], [0.649, -1.844, -1.162], [0.661, -0.644, -1.658], [-0.051, 0.037, -0.736], [0.740, 2.843, 0.457], [-0.551, 2.038, 1.959], [0.984, 0.880, 1.392], [-1.083, 2.097, -0.710], [-0.128, -3.280, 0.317], [1.145, -2.573, -1.583]],
  "mulliken_charge": [-0.805, 0.118, -0.458, 0.561, -0.834, 0.332, -0.857, 0.332, 0.297, 0.199, 0.272, 0.367, 0.297, 0.179]
}

Entry 3:
{
  "formula": "C5H6N2O",
  "method": "ωB97M-V/def2-TZVPD",
  "e_tot_ev": -10303.500,
  "gap_ev": [9.1, 6.9],
  "lumo_energy_ev": [0.243, -0.414],
  "largest_force_ev_per_a": 2.964,
  "symbols": ["C", "C", "C", "C", "C", "N", "N", "O", "H", "H", "H", "H", "H", "H"],
  "positions_angstrom": [[-2.222, -0.303, -0.068], [1.851, -0.765, -0.042], [-0.844, -0.264, -0.187], [1.361, 0.580, 0.278], [0.039, 0.942, -0.462], [-3.338, -0.340, -0.596], [2.876, -1.448, 0.039], [-1.479, -0.459, 1.091], [1.128, 0.319, 1.264], [2.068, 1.395, 0.190], [-0.090, 1.225, -1.510], [-0.339, 1.886, -0.114], [-4.071, -0.344, 0.113], [3.059, -2.424, 0.004]],
  "mulliken_charge": [0.673, 0.122, -0.136, -0.470, -0.523, -0.622, -0.487, -0.404, 0.204, 0.391, 0.347, 0.360, 0.274, 0.271]
}